7
Properties=species:S:1:pos:R:3:mulliken_charge:R:1 method="wB97M-V/def2-TZVPD" smiles="C=O.OBr" de_lowest_kcal_mol=56.91 spin_multiplicity=1 gap_ev=9.9
C 1.890 -0.128 -0.007 -0.096
O 0.943 0.359 0.538 -0.372
O -2.329 0.760 0.061 -0.467
Br -3.600 -0.456 0.306 0.081
H 2.901 -0.164 0.275 0.304
H -1.461 0.407 -0.259 0.387
H 1.657 -0.778 -0.914 0.164